ORCA calculation (ωB97M-V/def2-TZVPD) on C45H46AsN2OP3Pb as an isolated structure.

Values from the calculation:
* HOMO: -0.682 Ha
* net charge: +4
* multiplicity: 1
* HOMO-LUMO gap: 5.7 eV

```
99
Properties=species:S:1:pos:R:3:forces:R:3:lowdin_charge:R:1
C -0.08708 -0.99279 -5.19316 -0.046 -0.015 -0.051 -0.053
H -3.23636 -4.09462 -2.30625 0.004 0.001 -0.005 0.071
H 1.55725 -1.61783 -6.41966 -0.010 0.019 0.046 0.131
O -0.82433 -1.60140 -0.62235 0.088 0.148 0.159 -0.728
H -0.10565 -4.82007 -2.59393 0.012 0.013 -0.025 0.070
C -0.47595 -0.33484 -4.03538 -0.036 -0.030 0.013 -0.093
C 0.24388 3.54126 -3.18180 0.014 0.024 0.030 -0.069
C -3.49611 5.41386 1.28092 0.000 -0.036 -0.029 -0.011
C 2.23380 -0.56770 -4.67249 -0.010 -0.028 0.007 -0.035
C -5.60261 -0.83898 0.80521 0.038 -0.027 0.023 -0.036
C 2.20778 2.50141 4.09830 -0.053 0.080 0.127 0.011
C 1.85540 0.11968 -3.53158 -0.001 0.030 -0.062 -0.077
H -3.70607 -2.73982 -1.24435 -0.004 0.004 0.001 0.041
H 1.31789 -5.64402 5.37873 0.029 0.041 0.027 0.136
C 2.88185 2.11868 5.25138 0.006 -0.050 0.004 0.010
H -4.66171 5.54033 -0.52375 0.010 -0.003 0.040 0.131
C -1.28925 -4.38724 0.29102 0.007 -0.001 0.032 -0.171
H 4.21197 0.41575 1.44425 0.014 -0.053 -0.019 0.119
C 1.66804 5.40248 -2.63225 0.007 -0.043 0.002 -0.014
H -1.98576 -4.04488 1.05306 -0.025 0.025 0.019 0.055
C 2.92426 -0.16099 4.49992 0.017 0.025 -0.051 -0.035
C 2.52780 -3.61717 2.95401 -0.088 0.081 0.096 -0.052
P -2.35360 1.27955 -0.19581 -0.072 0.028 -0.125 0.890
C -4.38652 -0.17607 0.83939 -0.087 0.031 -0.026 -0.084
H 2.60863 0.58537 -2.90161 -0.013 -0.019 -0.054 0.113
C 1.89922 1.56384 3.13190 0.072 -0.170 -0.025 -0.305
H -3.81510 6.38280 1.64200 0.025 0.005 -0.022 0.132
H -0.33928 -3.81572 5.57401 0.041 -0.015 -0.024 0.131
H 2.94719 5.15941 -0.92574 -0.015 -0.025 -0.040 0.124
H 3.58397 -3.31007 -1.77787 0.006 0.035 0.022 0.124
H 3.79687 0.49917 6.33341 -0.027 0.017 -0.009 0.136
H 0.62231 2.75430 2.11118 0.027 0.067 -0.024 0.088
C 0.70611 4.81726 -3.45177 -0.008 0.042 -0.031 -0.023
C 3.69665 -2.48812 -1.08107 0.011 0.021 -0.035 -0.037
H -7.22448 -1.50593 -0.43124 0.014 0.034 -0.002 0.132
C 3.25496 0.79154 5.44351 0.007 0.054 0.041 -0.009
C -2.97348 -3.09113 -1.96984 -0.068 0.091 0.009 -0.161
C 4.05612 -0.37929 0.72243 0.009 -0.056 0.067 -0.050
N 1.20865 1.94303 1.92837 -0.099 0.246 -0.126 0.003
H -6.28475 -0.55795 -2.50754 -0.007 -0.002 -0.003 0.129
H -1.62541 -5.35047 -0.09418 0.007 -0.017 0.019 0.067
H -3.86599 -0.04958 1.78443 -0.051 0.007 -0.008 0.111
H 1.93126 3.54029 3.95232 0.014 -0.043 0.008 0.135
H -4.01812 3.30844 -1.32313 -0.017 0.017 0.040 0.115
H 3.12013 2.86206 6.00222 0.014 -0.025 -0.034 0.138
C 0.54943 -2.64638 4.02241 0.059 0.044 -0.033 -0.074
As -1.25303 -3.15197 -1.16239 -0.014 -0.253 -0.036 1.050
C 0.02636 -3.74759 -2.44615 -0.023 0.027 -0.067 -0.151
P 1.84774 -1.08676 2.19955 0.024 0.381 -0.127 1.038
H 5.52191 -1.79354 -1.97879 -0.021 -0.010 0.036 0.133
C 0.49719 0.24185 -3.22178 0.046 -0.215 0.102 -0.371
H -6.03265 -1.22791 1.71959 0.016 -0.014 -0.047 0.127
H 1.87772 2.25201 1.22944 0.056 -0.009 -0.004 0.064
H -4.13438 0.63463 -2.46932 -0.008 -0.092 0.009 0.107
H -2.04825 1.85274 -2.44401 -0.050 0.017 -0.004 0.091
H -2.93830 -2.41590 -2.82264 -0.026 -0.005 -0.008 0.046
C 1.26139 -1.11132 -5.50868 0.046 0.003 -0.008 -0.022
C 2.97290 -1.25720 0.85056 0.031 0.076 -0.144 -0.403
C 0.45863 -3.74854 4.84511 -0.064 -0.105 0.026 -0.025
C 4.96946 -0.58016 -0.30105 0.025 0.035 -0.060 -0.024
H 2.16947 2.86338 -0.46028 0.026 0.020 -0.056 0.073
C 4.79329 -1.63180 -1.19337 -0.016 0.004 0.011 -0.010
H 3.17544 -5.48819 3.75440 -0.062 -0.007 -0.007 0.133
C 1.59232 -2.57509 3.08351 -0.285 -0.243 -0.196 -0.385
C 0.74215 2.84963 -2.07218 0.171 -0.075 0.147 -0.360
N -1.59499 1.32778 -1.69988 0.004 0.003 -0.002 -0.340
C -3.85379 0.34864 -0.34240 0.115 -0.259 0.193 -0.376
C -3.98103 4.93830 0.06454 0.000 0.018 -0.029 -0.022
H -2.25648 5.02601 2.98982 -0.044 -0.013 -0.026 0.124
H -1.58715 2.77286 2.20700 -0.085 0.025 -0.007 0.081
P 0.09132 1.20737 -1.78925 -0.001 0.179 -0.035 0.902
C 1.39760 -4.77602 4.73623 0.036 0.036 -0.050 0.007
C 2.43349 -4.70138 3.80844 -0.026 -0.096 0.029 -0.018
H 1.92463 -2.96401 0.03422 0.041 -0.018 0.032 0.094
Pb -0.11806 0.04931 0.64685 0.069 -0.181 0.008 1.160
C -2.62294 4.64874 2.04341 0.024 0.016 0.048 -0.040
C -2.72991 2.91707 0.38163 0.128 -0.083 0.148 -0.361
C 1.72289 3.42806 -1.26966 -0.029 0.026 -0.038 -0.096
C -2.23765 3.39424 1.59566 0.016 0.002 -0.032 -0.102
H -0.17485 -1.84273 4.11050 0.056 0.002 0.030 0.117
H 2.03412 6.39592 -2.85767 -0.029 -0.013 0.011 0.132
H 3.28204 -0.66170 -4.92671 -0.038 0.021 -0.012 0.125
H 3.20266 -1.19504 4.66155 -0.029 0.029 0.012 0.124
C -4.52749 0.20378 -1.55461 0.050 0.082 -0.067 -0.088
C 2.25336 0.22065 3.32347 -0.183 0.019 0.090 -0.309
H -0.48229 3.08404 -3.84779 0.034 0.033 0.004 0.116
C -3.60955 3.68517 -0.39081 0.030 0.036 0.114 -0.062
H 3.33875 -3.56054 2.24030 -0.002 0.015 0.011 0.117
C -6.27413 -0.98758 -0.40490 -0.018 0.013 0.051 -0.020
H 5.83204 0.06916 -0.38874 -0.039 -0.031 -0.004 0.132
H -0.13236 -3.22172 -3.38705 0.019 -0.001 0.033 0.039
H 1.02946 -3.54442 -2.08056 0.028 -0.009 0.011 0.023
H -1.52682 -0.25061 -3.78213 0.026 0.009 -0.022 0.096
C -5.74295 -0.46065 -1.57627 -0.041 -0.017 -0.058 -0.042
H -0.83636 -1.39858 -5.86210 0.029 -0.002 0.027 0.127
H -0.29270 -4.50037 0.71442 0.029 0.009 0.019 0.039
C 2.77547 -2.29928 -0.06852 0.117 0.061 -0.047 -0.109
H 0.32787 5.35386 -4.31266 0.012 -0.007 0.032 0.131
C 2.18262 4.70796 -1.54548 0.012 -0.007 -0.008 -0.038
```
Forces are in eV/Å.


ORCA calculation (ωB97M-V/def2-TZVPD) on C5H11NO as an isolated structure in a non-equilibrium geometry.

Values from the calculation:
* HOMO: -0.270 Ha
* ΔE to the lowest compared entry with this formula, charge and spin: 154.6 kcal per mole
* multiplicity: 1
* HOMO-LUMO gap: 5.5 eV

```
18
Properties=species:S:1:pos:R:3:forces:R:3:lowdin_charge:R:1
H -0.39349 -0.10944 2.41301 -0.859 0.543 0.250 0.048
C -0.77717 -0.18881 -1.03320 -2.702 -3.036 3.297 -0.408
H -0.06038 1.88451 -1.10374 0.362 0.047 0.092 0.117
N -2.27373 -0.02990 -0.94901 1.317 0.484 -1.481 0.048
C 0.86502 0.77887 0.72561 -1.010 -0.436 0.351 -0.429
H -0.52326 -0.38236 -2.06960 0.425 -0.228 -0.308 0.149
H 2.36622 1.04550 -0.73348 0.234 -0.702 0.281 0.087
H 1.05167 1.73552 1.22784 -0.243 0.224 -0.280 0.147
C -0.00223 0.96430 -0.53447 -0.147 -1.085 1.970 0.110
O -0.48428 -1.42301 -0.22350 0.461 2.439 -2.554 -0.146
C 2.17826 0.34283 0.11304 2.424 1.640 -0.275 -0.097
H -2.78060 -0.92166 -1.13856 0.934 1.038 0.528 0.092
H 2.16021 -0.67911 -0.24632 -0.076 -0.092 0.025 0.086
H 1.28519 -0.67377 2.35329 -0.370 -0.193 -0.806 0.079
H -2.46978 0.39096 -0.06174 -0.485 -0.317 0.386 0.050
C 0.43400 -0.27864 1.77103 1.277 1.913 -0.953 -0.034
H 3.07342 0.52607 0.80900 -1.370 -0.561 -0.638 0.112
H -0.10613 -0.93412 0.72925 -0.173 -1.679 0.115 -0.012
```
Forces are in eV/Å.